No. 1
2 unconnected molecules or ions with the total composition C6H8 at a distorted geometry. Source: the OMol25 dataset; level of theory: wB97M-V/def2-TZVPD.

Bonds (Å) are listed after each position.
Geometry (Å):
1 C 2.222 1.330 -0.031  C2 1.294, H5 1.159, H6 1.120
2 C 1.366 0.402 0.250  C1 1.294, C3 1.308
3 C 0.337 -0.386 0.426  C2 1.308, C4 1.499, H7 0.994
4 C 0.176 -1.688 -0.300  C3 1.499, H8 1.139, H9 1.129, H10 1.157
5 H 3.160 1.573 0.605  C1 1.159
6 H 2.167 2.237 -0.685  C1 1.120
7 H -0.149 -0.058 1.230  C3 0.994
8 H 0.973 -1.658 -1.113  C4 1.139
9 H 0.466 -2.552 0.366  C4 1.129
10 H -0.763 -1.958 -0.918  C4 1.157
11 C -2.882 0.394 0.388  C12 1.231, H13 0.998
12 C -2.010 0.930 -0.296  C11 1.231, H14 0.977
13 H -3.450 -0.028 1.092  C11 0.998
14 H -1.615 1.463 -1.014  C12 0.977

As for the HOMO energy: -9.04 eV. For the energy relative to the best compared isomer or geometry (same formula, charge and spin), the calculation gives 449.6 kJ/mol. As for the multiplicity: 1. The calculated total energy is -6346.1241 eV. As for the SMILES: C=C=CC.C#C.

No. 2
A single C6H8 molecule at a distorted geometry. Source: the OMol25 dataset; level of theory: wB97M-V/def2-TZVPD.

Bonds (Å) are listed after each position.
Geometry (Å):
1 C 2.200 0.013 -1.151  C2 1.379, H7 1.076, H8 1.077
2 C 0.954 -0.530 -0.918  C1 1.379, C3 1.492, H9 1.074
3 C 0.047 -0.177 0.213  C2 1.492, C4 1.306, C5 1.446
4 C 0.454 0.745 1.043  C3 1.306, H10 1.165, H11 1.079
5 C -1.321 -0.298 -0.240  C3 1.446, C6 1.356, H12 1.108
6 C -2.407 -0.192 0.566  C5 1.356, H13 1.183, H14 1.118
7 H 3.087 -0.489 -0.807  C1 1.076
8 H 2.202 1.064 -0.914  C1 1.077
9 H 0.641 -1.434 -1.405  C2 1.074
10 H -0.234 1.501 1.602  C4 1.165
11 H 1.473 0.828 1.389  C4 1.079
12 H -1.429 -0.497 -1.325  C5 1.108
13 H -3.477 -0.634 0.325  C6 1.183
14 H -2.191 0.101 1.623  C6 1.118

As for the HOMO energy: -8.43 eV. For the energy relative to the best compared isomer or geometry (same formula, charge and spin), the calculation gives 380.7 kJ/mol. As for the multiplicity: 1. The calculated total energy is -6346.8384 eV. As for the SMILES: C=CC(=C)C=C.